(1)
Molecular formula: C31H53BrCuNP3
Method: DFT, the ωB97M-V functional and the def2-TZVPD basis

Element x y z (Å)
1 C -0.7404 6.6914 -4.2625
2 C -0.9488 5.3319 -4.5638
3 C -1.2303 4.9757 -5.8960
4 C -1.2678 5.9882 -6.8646
5 N -1.0575 7.2652 -6.5580
6 C -0.7987 7.6258 -5.3042
7 C -0.8518 4.3368 -3.5330
8 C -0.7354 3.4914 -2.6598
9 C -0.4915 2.5611 -1.6067
10 C 0.6829 2.6797 -0.8448
11 C 0.9288 1.8110 0.2185
12 C 0.0000 0.8071 0.4686
13 C -1.1622 0.6448 -0.2718
14 C -1.4138 1.5347 -1.3237
15 Cu 0.2474 -0.4717 1.8715
16 P 2.0327 -1.4447 0.9930
17 H -1.4085 3.9391 -6.1796
18 H -0.5284 7.0169 -3.2450
19 H -1.4726 5.7411 -7.9080
20 H -0.6282 8.6844 -5.0987
21 H -2.3240 1.4510 -1.9191
22 H 1.4003 3.4677 -1.0811
23 H -1.8718 -0.1473 -0.0338
24 H 1.8220 1.9384 0.8282
25 C 2.3840 -3.1141 1.6654
26 C 3.2411 -4.0226 0.7865
27 H 1.3967 -3.5575 1.8563
28 H 2.8496 -2.9755 2.6528
29 H 3.4202 -4.9629 1.3211
30 H 2.7464 -4.2832 -0.1568
31 H 4.2219 -3.5890 0.5548
32 C 1.7942 -1.6943 -0.8222
33 C 2.7707 -1.0056 -1.7704
34 H 0.7793 -1.3173 -1.0216
35 H 1.7569 -2.7741 -1.0250
36 H 2.4817 -1.2389 -2.8049
37 H 2.7387 0.0876 -1.6661
38 H 3.8062 -1.3435 -1.6356
39 C 3.5433 -0.4282 1.2251
40 C 4.8978 -1.1285 1.1574
41 H 3.4273 0.0443 2.2129
42 H 3.5057 0.3880 0.4909
43 H 5.6833 -0.3893 1.3658
44 H 4.9991 -1.9227 1.9065
45 H 5.1102 -1.5445 0.1637
46 Br -1.1680 -2.2875 2.5309
47 P -2.6463 -3.9354 -2.3020
48 C -0.8009 -4.0507 -2.2335
49 C -0.3267 -5.4931 -2.4242
50 H -0.4710 -3.6424 -1.2672
51 H -0.4081 -3.4086 -3.0368
52 H 0.7445 -5.5135 -2.6558
53 H -0.4817 -6.0928 -1.5194
54 H -0.8599 -5.9793 -3.2501
55 C -3.0923 -3.6791 -0.5267
56 C -4.5024 -4.1982 -0.2256
57 H -2.9908 -2.6119 -0.2750
58 H -2.3491 -4.2269 0.0711
59 H -4.6250 -4.3179 0.8549
60 H -5.2800 -3.5089 -0.5759
61 H -4.6670 -5.1726 -0.6996
62 C -2.8838 -2.2347 -2.9841
63 C -3.1137 -2.2484 -4.4967
64 H -2.0078 -1.6280 -2.7163
65 H -3.7647 -1.8280 -2.4670
66 H -3.5139 -1.2811 -4.8179
67 H -2.1850 -2.4193 -5.0533
68 H -3.8328 -3.0239 -4.7846
69 C 2.2456 0.4680 5.1754
70 C 0.7181 0.4069 5.1810
71 P -0.0516 0.9743 3.6041
72 C -1.8310 1.0514 4.0526
73 C -2.2104 1.7425 5.3624
74 C 0.4337 2.7390 3.4152
75 C 0.4662 3.6384 4.6513
76 H 2.6862 -0.2819 4.5012
77 H 2.6189 0.2573 6.1866
78 H 2.6048 1.4614 4.8743
79 H 0.3736 -0.6274 5.3216
80 H 0.3109 1.0051 6.0076
81 H -2.3406 1.5108 3.1921
82 H -2.1233 -0.0111 4.0700
83 H -2.2472 2.8323 5.2611
84 H -3.2105 1.4118 5.6610
85 H -1.5385 1.4844 6.1832
86 H 1.4188 2.7364 2.9248
87 H -0.2870 3.1444 2.6877
88 H 1.1021 3.2405 5.4480
89 H 0.8840 4.6111 4.3586
90 H -0.5331 3.8383 5.0528

Properties
Orbital gap (alpha / beta) (eV): 5.270 / 3.592
ΔE to the lowest compared entry with this formula, charge and spin (kJ/mol): 0.0
Spin multiplicity: 2
E_LUMO (alpha / beta) (Eh): -0.27915 / -0.34082
DFT total energy (eV): -177028.7641
Charge: +2



(2)
Molecular formula: C14H19N5OS
Method: DFT, the ωB97M-V functional and the def2-TZVPD basis

Element x y z (Å)
1 N 3.1702 2.7744 0.5926
2 N 2.3855 -1.5007 -1.4002
3 N 1.1560 -2.0398 -1.0049
4 O -2.6198 1.7279 1.6068
5 S 4.8186 1.4555 -1.2207
6 C 3.4087 1.6949 -0.1275
7 C 2.9750 -0.4332 -0.9204
8 C 0.5002 -2.7111 -1.8567
9 C -1.1252 1.2064 -0.1660
10 C -0.2154 1.7213 2.0643
11 C 0.2368 0.8792 -0.5784
12 C 1.0238 1.2494 1.5871
13 C -1.2971 1.5076 1.2619
14 C 1.2970 0.8164 0.3319
15 N 4.1803 -0.0997 -1.4827
16 N 2.5438 0.5965 -0.0536
17 C 0.9254 -2.7698 -3.2731
18 C -3.2107 3.3329 3.2602
19 C -2.1024 -3.1707 -1.5133
20 C -2.9101 1.8217 3.1160
21 C -0.6851 -3.6437 -1.4007
22 H 2.2635 2.9170 1.1697
23 H -1.9313 1.1101 -0.7817
24 H -0.1504 2.1570 3.0526
25 H 0.4168 0.6867 -1.6339
26 H 1.9065 1.2891 2.2624
27 H 4.4813 -0.6242 -2.2404
28 H 0.3737 -3.4309 -3.7457
29 H 1.8946 -3.1561 -3.3824
30 H 0.8805 -1.7275 -3.7222
31 H -3.9877 3.6116 4.0556
32 H -3.5350 3.6996 2.3202
33 H -2.2449 3.7540 3.5201
34 H -2.8622 -3.8517 -1.0728
35 H -2.2766 -2.7299 -2.5853
36 H -2.3156 -2.3465 -0.8284
37 H -2.1783 1.4213 3.8123
38 H -3.8466 1.2761 3.4029
39 H -0.7036 -4.5711 -2.0395
40 H -0.6404 -3.9003 -0.3859

Properties
Orbital gap (eV): 8.239
ΔE to the lowest compared entry with this formula, charge and spin (kJ/mol): 514.3
SMILES: [H]/N=c1/s[nH]/c(=N/N=C(\C)CC)n1-c1ccc(OCC)cc1
E_LUMO (Eh): 0.01604
DFT total energy (eV): -35154.3568
Charge: 0



(3)
Molecular formula: C4H8N4
Method: DFT, the ωB97M-V functional and the def2-TZVPD basis

Element x y z (Å)
1 C 1.3271 1.0506 -0.5047
2 C -0.3012 -0.5104 -0.4294
3 C -2.5178 -1.0494 0.4588
4 C -1.5439 -1.5424 1.4675
5 H 1.9135 1.8455 1.2262
6 H 2.6101 2.5292 -0.1321
7 H 1.9641 1.8554 -2.1434
8 H -0.0687 -0.4290 -1.5496
9 H -2.9375 0.0022 0.5825
10 H -3.2226 -1.7341 -0.0689
11 H -1.4352 -2.5908 1.7962
12 H -1.0486 -0.7786 2.1286
13 N 2.2887 1.6890 0.3093
14 N 1.2496 1.2244 -1.7756
15 N 0.5685 0.1639 0.2695
16 N -1.1868 -1.4187 0.0835

Properties
Orbital gap (eV): 9.913
ΔE to the lowest compared entry with this formula, charge and spin (kJ/mol): 209.4
SMILES: [H]/N=C(N)/N=C/N1CC1
E_LUMO (Eh): 0.02865
DFT total energy (eV): -10236.0716
Charge: 0



(4)
Molecular formula: C2H9NS
Method: DFT, the ωB97M-V functional and the def2-TZVPD basis

Element x y z (Å)
1 S 0.8341 -0.9629 -2.3008
2 H 1.8024 -1.8592 -2.1232
3 C -1.1346 -0.5579 0.7417
4 N 0.0289 0.3338 1.1632
5 C 0.3821 1.1975 -0.0066
6 H -1.4499 -1.1592 1.5742
7 H -1.8947 0.1457 0.3962
8 H -0.8350 -1.1423 -0.0719
9 H 1.1388 -1.1609 -0.3665
10 H -0.3394 0.9047 1.9241
11 H 1.0131 0.6466 -0.7065
12 H 0.9378 2.1239 0.3428
13 H -0.4835 1.4903 -0.5668

Properties
Orbital gap (eV): 8.269
ΔE to the lowest compared entry with this formula, charge and spin (kJ/mol): 334.5
E_LUMO (Eh): -0.03288
DFT total energy (eV): -14541.8271
Charge: 0